Record 1
This record from the Open Molecules 2025 dataset describes a structure of composition C47H41N5O4PSSeW. The level of theory is ωB97M-V/def2-TZVPD.

As for the multiplicity: 3. The frontier orbital gap (alpha / beta) comes out at 7.227 / 7.084 eV. The net charge is +3. For the HOMO energy (alpha / beta), the calculation gives -15.95 / -16.13 eV. The expectation value of S² is 2.03. The molar mass is 1065.717 g mol⁻¹. The energy relative to the best compared isomer or geometry (same formula, charge and spin) comes out at 1.252 eV.

Last column: Löwdin charge in e.
Positions of all 101 atoms, in Å:
W (0.278, -0.395, 0.742)  1.68
Se (-4.917, -5.821, -0.479)  1.27
N (-4.809, -4.498, 0.662)  -0.21
C (-3.772, -3.770, 0.371)  -0.32
C (-3.315, -2.640, 1.147)  -0.05
C (-4.003, -2.044, 2.236)  0.09
C (-3.462, -0.978, 2.853)  0.01
C (-2.313, -0.425, 2.392)  -0.08
N (-1.662, -0.924, 1.319)  -0.07
C (-2.145, -2.084, 0.763)  -0.11
C (-1.279, -2.615, -0.347)  -0.15
N (-0.099, -2.007, -0.553)  -0.08
C (0.788, -2.480, -1.472)  -0.10
C (0.544, -3.685, -2.105)  0.01
C (-0.713, -4.259, -1.943)  0.07
C (-1.641, -3.760, -1.005)  -0.07
C (-2.995, -4.299, -0.757)  -0.33
N (-3.443, -5.367, -1.352)  -0.20
H (-4.836, -2.443, 2.712)  0.13
H (-3.958, -0.626, 3.732)  0.14
H (-1.998, 0.498, 2.783)  0.08
H (1.610, -1.821, -1.642)  0.12
H (1.140, -4.111, -2.864)  0.12
H (-1.036, -5.204, -2.479)  0.16
O (0.738, -1.750, 2.495)  -0.22
C (0.990, -3.161, 2.755)  -0.18
C (2.410, -3.472, 2.428)  -0.12
C (2.785, -3.211, 0.919)  -0.12
C (3.311, -1.917, 0.531)  -0.25
C (4.696, -1.884, 0.238)  0.01
C (5.333, -0.711, -0.013)  -0.02
C (4.593, 0.455, 0.012)  -0.02
C (3.216, 0.353, 0.140)  -0.09
N (2.526, -0.805, 0.385)  -0.01
H (1.188, -1.313, 3.281)  0.07
H (0.234, -3.812, 2.316)  0.13
H (0.901, -3.212, 3.851)  0.15
H (2.498, -4.509, 2.614)  0.12
H (3.032, -2.872, 3.154)  0.16
H (1.916, -3.562, 0.343)  0.10
H (3.515, -3.980, 0.640)  0.13
H (5.199, -2.829, 0.422)  0.13
H (6.468, -0.559, -0.034)  0.17
H (5.031, 1.417, -0.189)  0.12
H (2.505, 1.226, -0.013)  0.11
O (1.070, -0.120, 4.340)  0.12
C (0.848, 0.843, 3.623)  -0.51
O (1.077, 0.664, 2.334)  -0.31
C (0.119, 1.997, 4.065)  -0.21
C (0.185, 2.385, 5.369)  0.04
C (-0.702, 3.364, 5.770)  -0.01
C (-1.673, 3.830, 4.917)  -0.02
C (-1.717, 3.374, 3.602)  -0.04
C (-0.734, 2.528, 3.140)  -0.27
P (-0.571, 2.065, 1.366)  1.12
C (0.904, 3.059, 0.752)  -0.32
C (1.865, 3.480, 1.643)  -0.07
C (2.912, 4.292, 1.213)  -0.05
C (3.036, 4.677, -0.096)  -0.04
C (2.035, 4.201, -0.985)  -0.05
C (0.915, 3.482, -0.597)  -0.10
C (-2.061, 2.756, 0.598)  -0.38
C (-2.082, 4.113, 0.387)  -0.07
C (-3.179, 4.652, -0.337)  0.00
C (-4.131, 3.801, -0.804)  -0.06
C (-4.033, 2.454, -0.604)  -0.07
C (-2.977, 1.818, 0.063)  -0.10
H (0.927, 1.824, 5.890)  0.14
H (-0.638, 3.752, 6.801)  0.14
H (-2.429, 4.522, 5.248)  0.13
H (-2.517, 3.777, 2.924)  0.13
H (1.835, 3.294, 2.665)  0.09
H (3.683, 4.618, 1.906)  0.12
H (3.945, 5.183, -0.428)  0.13
H (2.138, 4.543, -2.011)  0.11
H (0.127, 3.141, -1.275)  0.07
H (-1.263, 4.772, 0.578)  0.12
H (-3.158, 5.651, -0.696)  0.12
H (-4.889, 4.112, -1.404)  0.10
H (-4.819, 1.861, -1.086)  0.13
H (-2.933, 0.776, 0.222)  0.06
C (1.616, -2.106, -6.975)  -0.02
C (0.918, -1.539, -5.790)  -0.25
C (-0.249, -2.125, -5.286)  0.01
C (-0.852, -1.516, -4.166)  -0.08
C (-0.215, -0.524, -3.470)  -0.42
C (1.006, -0.023, -3.924)  -0.07
C (1.519, -0.559, -5.037)  -0.04
S (-0.976, 0.338, -2.109)  1.03
C (-1.420, 1.913, -2.853)  -0.16
O (0.206, 0.559, -1.139)  -0.67
H (1.012, -2.332, -7.907)  0.12
H (2.268, -2.889, -6.641)  0.09
H (2.046, -1.151, -7.411)  0.11
H (-0.749, -3.005, -5.666)  0.13
H (-1.869, -1.934, -3.892)  0.14
H (1.562, 0.787, -3.491)  0.13
H (2.474, -0.154, -5.309)  0.13
H (-0.527, 2.444, -3.025)  0.04
H (-2.040, 2.552, -2.209)  0.05
H (-1.894, 1.588, -3.781)  0.09

Record 2
This record from the Open Molecules 2025 dataset describes a structure of composition C23H49N3P4STi. The level of theory is ωB97M-V/def2-TZVPD.

As for the multiplicity: 2. The frontier orbital gap (alpha / beta) comes out at 5.786 / 3.629 eV. The net charge is +3. For the HOMO energy (alpha / beta), the calculation gives -15.15 / -15.15 eV. The expectation value of S² is 0.77. The molar mass is 571.496 g mol⁻¹.

Last column: Löwdin charge in e.
Positions of all 81 atoms, in Å:
Ti (-0.514, -0.113, 0.467)  0.22
P (-1.925, 1.709, 0.404)  0.76
P (-2.230, -1.409, 1.348)  0.75
P (0.989, 0.985, -0.911)  0.78
H (-1.532, -2.131, -1.279)  0.05
C (-0.620, -1.539, -1.181)  -0.29
C (0.381, -1.962, -0.212)  -0.31
H (0.184, -2.843, 0.392)  0.04
C (-3.095, 1.918, -1.029)  -0.20
C (-3.152, 2.003, 1.771)  -0.22
C (-1.254, 3.445, 0.416)  -0.23
C (-2.010, -3.246, 1.402)  -0.21
C (-2.900, -1.214, 3.068)  -0.22
C (-3.821, -1.376, 0.400)  -0.23
C (2.358, 0.007, -1.683)  -0.24
C (2.017, 2.416, -0.338)  -0.21
C (0.299, 1.710, -2.468)  -0.24
H (-0.284, -1.198, -2.163)  0.04
H (1.431, -1.912, -0.488)  0.03
H (-3.710, 2.822, -0.934)  0.08
H (-3.746, 1.044, -1.097)  0.04
H (-2.521, 1.970, -1.957)  0.04
H (-3.715, 2.928, 1.597)  0.08
H (-2.616, 2.086, 2.722)  0.04
H (-3.861, 1.177, 1.850)  0.03
H (-2.072, 4.174, 0.429)  0.07
H (-0.639, 3.634, -0.467)  0.03
H (-0.634, 3.588, 1.305)  0.05
H (-2.920, -3.712, 1.795)  0.08
H (-1.168, -3.501, 2.051)  0.06
H (-1.811, -3.640, 0.403)  0.06
H (-3.898, -1.661, 3.140)  0.08
H (-2.955, -0.163, 3.354)  0.01
H (-2.238, -1.728, 3.768)  0.04
H (-4.514, -2.143, 0.765)  0.07
H (-3.604, -1.550, -0.657)  0.05
H (-4.299, -0.399, 0.495)  0.03
H (2.942, 0.656, -2.344)  0.05
H (1.951, -0.822, -2.266)  0.04
H (3.013, -0.402, -0.910)  0.06
H (2.579, 2.845, -1.175)  0.07
H (2.727, 2.074, 0.420)  0.04
H (1.392, 3.191, 0.106)  0.03
H (1.097, 2.081, -3.121)  0.04
H (-0.379, 2.535, -2.238)  0.03
H (-0.270, 0.936, -2.989)  0.04
C (1.805, -0.802, -6.750)  -0.53
C (1.066, -0.562, -7.915)  -0.04
C (0.908, -1.573, -8.861)  0.01
C (1.481, -2.829, -8.660)  0.04
C (2.217, -3.067, -7.498)  0.00
C (2.382, -2.064, -6.546)  -0.06
S (2.052, 0.431, -5.501)  1.01
H (1.354, 1.406, -6.111)  -0.06
H (0.615, 0.412, -8.083)  0.12
H (0.332, -1.374, -9.760)  0.14
H (1.355, -3.614, -9.399)  0.14
H (2.669, -4.040, -7.328)  0.14
H (2.957, -2.257, -5.645)  0.12
C (2.785, -0.363, 5.067)  -0.16
N (2.775, 0.764, 4.131)  -0.13
C (1.919, 1.856, 4.667)  -0.14
N (0.539, 1.393, 4.951)  -0.14
C (0.571, 0.228, 5.855)  -0.15
N (1.420, -0.845, 5.306)  -0.13
C (0.841, -1.391, 4.077)  -0.30
P (0.625, -0.151, 2.735)  0.94
C (2.369, 0.353, 2.765)  -0.30
C (-0.226, 1.109, 3.719)  -0.33
H (3.239, -0.045, 6.033)  0.15
H (3.429, -1.185, 4.680)  0.14
H (1.903, 2.724, 3.972)  0.14
H (2.368, 2.236, 5.613)  0.15
H (-0.460, -0.150, 6.042)  0.14
H (0.966, 0.540, 6.846)  0.15
H (1.470, -2.223, 3.693)  0.12
H (-0.140, -1.837, 4.317)  0.08
H (2.452, 1.246, 2.171)  0.05
H (3.038, -0.431, 2.350)  0.12
H (-1.239, 0.800, 3.989)  0.07
H (-0.286, 2.039, 3.118)  0.08

Record 3
This record from the Open Molecules 2025 dataset describes a cluster of 2 separate species, C6H13N in total. The level of theory is ωB97M-V/def2-TZVPD.

The frontier orbital gap comes out at 3.301 eV. For the HOMO energy, the calculation gives -6.27 eV. The molar mass is 99.177 g mol⁻¹. The energy relative to the best compared isomer or geometry (same formula, charge and spin) comes out at 6.967 eV.

Last column: natural (NBO) charge in e.
Positions of all 20 atoms, in Å:
C (1.441, 1.313, 0.080)  -0.64
C (1.989, 0.056, -0.519)  -0.30
C (-2.168, 0.675, 0.888)  -0.32
C (-1.608, -0.223, -0.045)  -0.10
C (-1.864, -0.195, -1.433)  -0.26
C (-0.735, -1.324, 0.493)  -0.67
N (2.766, -0.859, 0.294)  -0.59
H (0.849, 1.869, -0.638)  0.22
H (2.285, 1.919, 0.435)  0.21
H (0.734, 1.033, 0.920)  0.21
H (2.644, 0.336, -1.377)  0.24
H (-2.774, 1.515, 0.507)  0.20
H (-2.205, 0.389, 1.987)  0.21
H (-1.619, -1.150, -2.016)  0.21
H (-2.540, 0.509, -1.815)  0.19
H (-1.094, -1.660, 1.533)  0.22
H (-0.688, -2.138, -0.162)  0.22
H (0.382, -1.086, 0.702)  0.26
H (3.042, -0.402, 1.131)  0.30
H (1.164, -0.577, -0.966)  0.20

Record 4
This record from the Open Molecules 2025 dataset describes a structure of composition C3H9NO. The level of theory is ωB97M-V/def2-TZVPD.

The frontier orbital gap comes out at 10.447 eV. For the HOMO energy, the calculation gives -9.65 eV. The molar mass is 75.111 g mol⁻¹. The energy relative to the best compared isomer or geometry (same formula, charge and spin) comes out at 3.777 eV.

Last column: natural (NBO) charge in e.
Positions of all 14 atoms, in Å:
C (1.415, -0.249, -0.631)  -0.23
C (-0.100, -0.393, -0.625)  -0.46
C (-0.866, 0.458, 0.373)  -0.18
O (-2.422, -0.157, 0.239)  -0.71
N (2.046, 0.330, 0.572)  -0.82
H (1.808, 0.398, -1.414)  0.19
H (1.929, -1.182, -0.835)  0.20
H (-0.415, -1.421, -0.475)  0.23
H (-0.611, -0.147, -1.557)  0.22
H (-0.685, 1.534, 0.380)  0.20
H (-0.811, 0.130, 1.401)  0.22
H (-2.105, 0.670, -0.162)  0.44
H (1.976, -0.287, 1.370)  0.35
H (1.584, 1.196, 0.828)  0.34

Record 5
This record from the Open Molecules 2025 dataset describes a structure of composition C19H43Cl2F3MoP2. The level of theory is ωB97M-V/def2-TZVPD.

As for the multiplicity: 3. The frontier orbital gap (alpha / beta) comes out at 6.923 / 6.555 eV. For the HOMO energy (alpha / beta), the calculation gives -6.45 / -6.08 eV. The expectation value of S² is 2.01. The molar mass is 557.341 g mol⁻¹.

Last column: natural (NBO) charge in e.
Positions of all 70 atoms, in Å:
Mo (0.671, -0.665, 0.270)  0.29
Cl (0.732, -0.010, -2.054)  -0.57
P (-0.434, -2.611, -0.152)  1.16
C (0.754, -3.454, -1.292)  -0.51
C (-0.871, -3.692, 1.289)  -0.52
C (-1.940, -2.421, -1.195)  -0.54
C (2.183, -2.904, -1.229)  -0.64
H (0.362, -3.225, -2.301)  0.23
C (0.753, -4.977, -1.075)  -0.61
H (1.199, -5.235, -0.105)  0.21
H (1.368, -5.436, -1.861)  0.22
H (-0.249, -5.415, -1.139)  0.21
H (2.250, -1.865, -1.591)  0.24
H (2.777, -3.526, -1.916)  0.21
H (2.647, -2.986, -0.234)  0.23
H (-1.535, -1.910, -2.089)  0.24
C (-3.013, -1.519, -0.576)  -0.61
C (-2.459, -3.809, -1.582)  -0.62
H (-1.764, -4.313, -2.263)  0.21
H (-3.419, -3.687, -2.099)  0.22
H (-2.625, -4.448, -0.702)  0.21
H (-2.588, -0.686, 0.005)  0.22
H (-3.696, -2.085, 0.071)  0.21
H (-3.607, -1.088, -1.395)  0.21
C (0.297, -3.758, 2.275)  -0.62
H (-1.018, -4.693, 0.844)  0.22
C (-2.145, -3.234, 2.010)  -0.62
H (1.231, -4.105, 1.816)  0.22
H (0.019, -4.477, 3.059)  0.21
H (0.470, -2.781, 2.751)  0.24
H (-2.107, -2.166, 2.269)  0.24
H (-2.220, -3.791, 2.955)  0.22
H (-3.051, -3.434, 1.428)  0.20
Cl (-0.442, -0.137, 2.302)  -0.51
H (0.129, 1.233, 0.055)  0.06
P (0.330, 2.754, -0.203)  1.31
C (-0.693, 3.234, -1.619)  -0.55
C (-0.154, 3.642, 1.294)  -0.56
C (2.063, 3.024, -0.655)  -0.56
C (-1.943, 2.366, -1.762)  -0.62
H (-0.047, 3.039, -2.492)  0.26
C (-1.030, 4.738, -1.604)  -0.61
H (-1.825, 4.963, -0.882)  0.21
H (-1.384, 5.054, -2.597)  0.23
H (-0.163, 5.363, -1.361)  0.21
H (-1.661, 1.337, -2.007)  0.25
H (-2.578, 2.748, -2.574)  0.22
H (-2.543, 2.350, -0.845)  0.21
H (2.139, 2.336, -1.515)  0.27
C (3.113, 2.606, 0.377)  -0.63
C (2.297, 4.464, -1.139)  -0.61
H (1.755, 4.683, -2.065)  0.21
H (3.366, 4.601, -1.346)  0.23
H (2.014, 5.204, -0.376)  0.20
H (2.754, 1.903, 1.138)  0.24
H (3.540, 3.486, 0.875)  0.21
H (3.935, 2.090, -0.137)  0.24
C (-1.614, 3.341, 1.640)  -0.62
H (-0.028, 4.709, 1.047)  0.23
C (0.749, 3.293, 2.475)  -0.63
H (-2.323, 3.708, 0.891)  0.21
H (-1.872, 3.822, 2.594)  0.23
H (-1.749, 2.259, 1.770)  0.25
H (0.690, 2.218, 2.693)  0.25
H (0.414, 3.831, 3.372)  0.22
H (1.791, 3.564, 2.295)  0.22
F (3.724, -0.523, 0.528)  -0.39
C (2.622, -0.844, 1.334)  0.69
F (2.955, -2.089, 1.886)  -0.38
F (2.695, 0.036, 2.423)  -0.39

Record 6
This record from the Open Molecules 2025 dataset describes a cluster of 2 separate species, C6H10N2 in total. The level of theory is ωB97M-V/def2-TZVPD.

The frontier orbital gap comes out at 7.845 eV. For the HOMO energy, the calculation gives -7.40 eV. The molar mass is 110.160 g mol⁻¹. The energy relative to the best compared isomer or geometry (same formula, charge and spin) comes out at 5.666 eV.

Last column: natural (NBO) charge in e.
Positions of all 18 atoms, in Å:
C (0.959, -1.995, 0.948)  -0.62
C (0.678, -1.770, -0.566)  -0.43
C (-0.037, -0.503, -0.436)  -0.12
C (-1.418, -0.207, -0.761)  -0.05
C (-0.310, 1.604, -0.203)  0.27
C (0.551, 0.753, -0.105)  -0.31
H (0.057, -1.902, 1.492)  0.21
H (1.638, -1.206, 1.488)  0.20
H (1.449, -2.908, 1.446)  0.21
H (0.119, -2.798, -0.932)  0.22
H (1.624, -1.879, -1.222)  0.22
H (-2.212, -0.825, -1.139)  0.21
H (-2.671, 1.507, -0.502)  0.44
H (-0.912, 3.237, 1.341)  0.32
H (0.682, 3.627, -0.078)  0.41
H (1.643, 1.149, -0.287)  0.23
N (-1.603, 1.123, -0.541)  -0.55
N (-0.239, 2.993, 0.058)  -0.85